No. 1
{
  "formula": "C4H5NO",
  "method": "the ωB97M-V functional and the def2-TZVPD basis",
  "gap_ev": 9.46,
  "e_lumo_ev": -0.65,
  "total_charge": 0,
  "molar_mass_g_mol": 83.1,
  "symbols": ["O", "N", "C", "C", "C", "C", "H", "H", "H", "H", "H"],
  "positions_angstrom": [[-1.424383, 0.750629, 0.077274], [0.676800, -0.400928, -0.082289], [-0.788437, -1.441703, -1.095125], [-0.530517, -0.032602, -0.170753], [1.595080, 1.096788, 1.109253], [0.726607, 1.912712, 1.365313], [-1.170039, -1.007271, -2.024301], [-0.124242, 2.554674, 1.517141], [2.562809, 0.625320, 1.097821], [-1.562268, -1.934846, -0.498481], [0.038462, -2.122720, -1.295835]],
  "forces_ev_per_angstrom": [[0.85, -0.73, -0.23], [-1.40, -0.02, -0.36], [0.24, 0.01, 0.07], [0.02, 0.31, 0.20], [0.05, 0.92, 0.58], [0.19, -0.59, -0.32], [0.11, -0.06, 0.28], [0.39, -0.26, -0.04], [-0.46, 0.07, -0.09], [0.21, 0.19, -0.13], [-0.20, 0.16, 0.04]],
  "lowdin_charge": [0.05, 0.20, 0.04, -0.67, -0.04, 0.08, 0.08, 0.05, 0.06, 0.08, 0.07]
}

No. 2
{
  "formula": "C4H11NO",
  "method": "the ωB97M-V functional and the def2-TZVPD basis",
  "gap_ev": 10.68,
  "e_lumo_ev": 0.78,
  "total_charge": 0,
  "smiles": "CC(N)=O.CC",
  "molar_mass_g_mol": 89.1,
  "symbols": ["O", "N", "C", "C", "C", "C", "H", "H", "H", "H", "H", "H", "H", "H", "H", "H", "H"],
  "positions_angstrom": [[1.521716, -1.451363, 1.254168], [1.249998, -1.056651, -0.936228], [2.748437, 0.388089, 0.346229], [1.799484, -0.773686, 0.284048], [-2.226833, 0.703036, -0.600547], [-2.233269, -0.017000, 0.750673], [3.225134, 0.403384, 1.319195], [2.187897, 1.312979, 0.212990], [-3.188977, 1.179057, -0.774950], [1.412700, -0.548487, -1.787160], [-1.486724, 1.506853, -0.559843], [-2.911608, -0.871668, 0.776178], [0.332184, -1.476869, -0.900072], [-1.933682, 0.063194, -1.430310], [-1.233489, -0.316437, 1.048677], [-2.692959, 0.630282, 1.500372], [3.429991, 0.325288, -0.503419]],
  "forces_ev_per_angstrom": [[-0.13, 0.28, -0.03], [-0.76, -0.15, -0.39], [-0.20, 0.00, -0.39], [0.00, -0.24, 0.31], [0.36, 0.24, 0.56], [-0.73, 0.13, -0.13], [0.28, -0.04, -0.13], [-0.10, 0.05, 0.05], [-0.08, -0.15, -0.31], [0.28, 0.40, 0.26], [-0.04, 0.04, -0.07], [0.28, -0.28, -0.33], [0.26, -0.35, 0.06], [-0.24, -0.11, -0.08], [0.01, -0.10, 0.22], [0.48, 0.21, 0.13], [0.33, 0.06, 0.26]],
  "lowdin_charge": [0.04, 0.14, -0.01, -0.61, -0.17, -0.16, 0.08, 0.08, 0.06, 0.09, 0.06, 0.06, 0.10, 0.05, 0.05, 0.06, 0.08]
}

No. 3
{
  "formula": "C18H19ClN6O2",
  "method": "the ωB97M-V functional and the def2-TZVPD basis",
  "gap_ev": 8.86,
  "e_lumo_ev": 0.20,
  "total_charge": 0,
  "smiles": "Clc1cccc(-c2nc(N[C@H]3[C@@H]4COC[C@@H]43)nc(N[C@H]3[C@@H]4COC[C@@H]43)n2)n1",
  "molar_mass_g_mol": 386.8,
  "symbols": ["Cl", "O", "O", "N", "N", "N", "N", "N", "N", "C", "C", "C", "C", "C", "C", "C", "C", "C", "C", "C", "C", "C", "C", "C", "C", "C", "C", "H", "H", "H", "H", "H", "H", "H", "H", "H", "H", "H", "H", "H", "H", "H", "H", "H", "H", "H"],
  "positions_angstrom": [[-1.970769, -5.727858, -2.222536], [4.585236, -3.342894, -1.458012], [0.101436, 5.857614, 2.754649], [-1.835243, 0.208528, -0.185707], [2.108994, -0.289646, -0.169818], [-1.875424, -3.249241, -1.356817], [-0.121392, -1.113282, -0.564413], [0.304434, 1.084654, 0.131213], [-1.614464, 2.358889, 0.499225], [3.278178, -3.653065, -1.718278], [2.551157, -2.352437, -1.919877], [-4.379441, -3.309403, -0.239794], [-1.026985, 1.204594, 0.200371], [-0.759197, 3.300555, 1.193708], [-1.380879, -0.908166, -0.546063], [-3.916367, -4.330809, -0.952786], [0.710266, -0.183665, -0.181780], [4.952535, -1.964365, -1.896307], [3.626781, -1.310382, -1.905498], [-1.580912, 4.521689, 1.556432], [-0.026928, 4.548789, 3.400037], [-2.344717, -2.080064, -0.805021], [-1.029661, 3.671744, 2.658482], [-2.609552, -4.364311, -1.454618], [-0.905410, 5.930899, 1.705673], [2.807398, -1.520109, -0.639755], [-3.605567, -2.146252, -0.101100], [-2.708931, 4.395837, 1.296393], [0.966777, 4.089743, 3.590148], [-4.036732, -1.321079, 0.405109], [5.670898, -1.521142, -1.261375], [0.103848, 3.618852, 0.699503], [-5.303410, -3.349374, 0.283063], [-4.425383, -5.296975, -0.990603], [5.423722, -1.975109, -2.874725], [-0.498470, 4.706189, 4.356537], [3.087563, -4.389541, -2.573239], [1.682342, -2.216052, -2.650642], [2.563146, 0.169860, 0.587129], [-1.617482, 6.748528, 1.878449], [3.482081, -0.429415, -2.353051], [3.482273, -1.794169, 0.191396], [-2.654114, 2.441610, 0.470492], [2.906388, -3.993981, -0.783248], [-1.799021, 3.163146, 3.214877], [-0.369004, 6.111070, 0.732179]],
  "forces_ev_per_angstrom": [[0.35, -0.57, -0.27], [3.18, 1.32, -0.25], [-1.09, -1.65, -0.68], [-4.04, 2.84, 1.10], [-2.11, -2.53, -1.66], [0.28, 0.69, -0.40], [4.00, -3.19, -0.70], [-0.39, -0.34, 0.98], [0.45, 0.84, 1.04], [-1.72, -0.52, -1.34], [-0.80, 1.49, -0.15], [0.57, 2.61, 0.97], [0.77, -2.17, -1.80], [-3.22, 2.00, 0.52], [-0.79, -1.74, -0.56], [0.89, -4.04, -0.93], [0.83, 2.64, 0.14], [-1.29, -2.00, -0.82], [0.06, -2.45, 1.66], [-1.64, 1.05, 0.36], [-0.03, 0.02, 0.25], [-1.20, -2.29, 1.66], [0.40, 0.32, -0.97], [-0.51, 3.99, 0.96], [0.66, -1.03, -1.49], [0.56, 2.37, 0.16], [1.37, -0.31, -2.16], [2.08, 0.76, 0.62], [-0.49, 0.44, -0.48], [0.10, 0.76, 0.47], [0.66, 0.07, 1.32], [1.62, -0.39, -0.41], [-0.74, -0.17, 0.16], [-0.32, 0.44, -0.09], [-0.09, -0.26, -0.42], [0.06, 0.20, 0.67], [0.51, 0.87, 1.03], [1.07, -0.36, 1.75], [0.10, 0.54, 0.22], [0.12, -0.35, 0.15], [-0.49, 3.20, -1.84], [-0.79, -1.19, -0.57], [1.64, -0.25, 0.14], [-0.58, -1.37, 0.53], [0.36, -0.58, 0.24], [-0.36, 0.29, 0.91]],
  "lowdin_charge": [0.72, -0.12, -0.13, 0.17, 0.10, 0.10, 0.19, 0.19, 0.10, -0.23, -0.12, -0.09, -0.39, -0.19, -0.35, -0.12, -0.33, -0.09, -0.20, -0.18, -0.14, -0.12, -0.15, -0.76, -0.13, -0.15, 0.01, 0.16, 0.13, 0.09, 0.11, 0.13, 0.10, 0.11, 0.12, 0.11, 0.15, 0.17, 0.12, 0.11, 0.10, 0.16, 0.17, 0.11, 0.14, 0.12]
}

No. 4
{
  "formula": "C35H55N2O2P2Pd",
  "method": "the ωB97M-V functional and the def2-TZVPD basis",
  "gap_ev": [8.31, 3.73],
  "e_lumo_ev": [-8.19, -13.12],
  "total_charge": 3,
  "molar_mass_g_mol": 704.2,
  "spin_multiplicity": 5,
  "s_squared": 6.05,
  "symbols": ["Pd", "P", "P", "O", "O", "N", "N", "C", "C", "C", "C", "C", "C", "C", "C", "C", "C", "C", "C", "C", "C", "C", "C", "C", "C", "C", "C", "C", "C", "C", "C", "C", "C", "C", "C", "C", "C", "C", "C", "C", "C", "C", "H", "H", "H", "H", "H", "H", "H", "H", "H", "H", "H", "H", "H", "H", "H", "H", "H", "H", "H", "H", "H", "H", "H", "H", "H", "H", "H", "H", "H", "H", "H", "H", "H", "H", "H", "H", "H", "H", "H", "H", "H", "H", "H", "H", "H", "H", "H", "H", "H", "H", "H", "H", "H", "H", "H"],
  "positions_angstrom": [[-0.302078, 0.361780, 0.033444], [-0.226856, 0.669236, -2.453822], [-1.012059, -0.416423, 2.271579], [-1.403506, 3.104075, 0.813879], [1.317535, 3.429392, 0.216076], [1.597722, -1.303667, -0.383580], [-1.934557, -1.029962, -0.440907], [1.175289, 2.899780, -3.418296], [3.709860, -5.658113, 0.011413], [0.575792, -0.758387, 3.388781], [0.659580, -0.334218, -5.080319], [0.760383, -0.563612, -3.564035], [-3.517373, -1.811711, -2.056294], [-2.187168, 1.695532, 3.890378], [-2.467024, -0.977032, -1.668047], [-3.243197, -3.003290, -0.006948], [-3.873757, -2.857908, -1.227960], [-2.091305, -1.814690, 1.848645], [1.357310, -5.593362, 0.583210], [0.252371, -1.987838, -3.329965], [2.539585, -6.311723, 0.378329], [2.309985, -2.244522, -0.484970], [-0.863985, 2.358938, -4.790610], [1.951469, 3.158300, 1.477185], [-1.928503, 0.039615, -2.683878], [2.311567, 5.505392, 0.970775], [-0.264066, 2.373394, -3.374129], [-3.643637, 0.565188, 2.264043], [-2.409521, -1.956336, 0.477634], [1.922060, -0.327477, 2.774146], [-2.828663, -0.737289, 4.302348], [3.720349, -4.282651, -0.196698], [1.332619, -4.240184, 0.278881], [0.644579, -2.271680, 3.608726], [1.415244, 4.833740, -0.072395], [2.495687, -3.615073, -0.166205], [-0.962437, 2.081611, 0.501369], [-2.475134, 0.335249, 3.243430], [-1.108525, 3.346920, -2.545908], [2.410005, 4.478264, 2.114145], [2.232293, -0.392237, -3.186244], [0.464681, -0.001193, 4.718911], [0.443792, -3.620530, 0.428428], [4.641421, -3.714564, -0.309111], [-3.900760, -0.969521, 4.264495], [-3.448066, -3.841291, 0.653890], [1.526754, -2.496679, 4.233305], [-0.202565, 1.927542, -5.547271], [-0.243114, -2.666409, 4.120330], [0.873069, -2.680836, -3.920775], [0.400410, 5.261530, -0.056000], [2.186077, -0.914525, 1.888580], [3.301102, 5.670918, 0.537468], [-4.610936, -3.569779, -1.565523], [-0.663162, 3.529299, -1.563558], [2.520663, -7.393949, 0.537702], [-1.401415, 1.656195, 4.646742], [1.145842, -1.194186, -5.567289], [-0.773102, -2.120446, -3.699815], [-3.358729, 1.223082, 1.431987], [-3.102645, 2.042093, 4.395465], [0.770397, -2.796304, 2.649424], [1.801955, 4.943085, -1.095525], [1.717866, 4.737377, 2.924810], [4.639587, -6.235362, -0.073011], [-1.030539, 3.404373, -5.096300], [2.843067, -1.103390, -3.758970], [-0.372877, -0.310811, -5.446515], [1.936231, 0.732116, 2.488048], [-0.437891, -0.252588, 5.285061], [1.827901, 2.309025, -4.071152], [1.236895, 2.627860, 2.130696], [0.505289, 1.085065, 4.561752], [0.296206, -2.296907, -2.281055], [1.610139, 2.937498, -2.411056], [1.174992, 3.925859, -3.816998], [-2.095097, -2.734898, 2.495821], [-2.139657, 2.995509, -2.418477], [2.712525, -0.476994, 3.534968], [-4.465348, 1.065058, 2.799295], [-1.983912, -0.406025, -3.688787], [0.457134, -6.065364, 0.979810], [-3.969925, -1.653276, -3.039746], [-2.322781, -1.701368, 4.155945], [1.330853, -0.255530, 5.350709], [-1.157618, 4.312782, -3.074788], [1.908390, 6.462733, 1.299577], [3.415757, 4.397918, 2.534943], [2.413141, -0.592214, -2.133923], [-2.576386, -0.412303, 5.317197], [2.801404, 2.477343, 1.296693], [-2.609037, 0.905644, -2.700827], [2.602985, 0.621984, -3.368660], [-1.923376, 2.447916, 3.137771], [-1.834398, 1.849433, -4.833360], [-4.030925, -0.372150, 1.851953], [1.199806, 0.553128, -5.430492]],
  "forces_ev_per_angstrom": [[2.12, -2.06, -0.42], [-0.45, -0.21, -3.67], [-1.08, -0.52, 2.34], [1.34, -3.78, -0.94], [0.41, -0.17, 0.46], [1.82, -1.47, -0.42], [-0.83, 0.26, -0.09], [0.30, 0.04, 0.05], [0.68, -0.17, 0.13], [0.85, -0.34, 0.50], [-0.33, 0.49, -0.40], [0.83, -0.27, 0.42], [0.21, 0.19, -0.35], [0.10, 0.17, 0.20], [0.55, 0.59, -0.28], [-0.03, 0.52, 0.73], [0.13, -0.26, -0.17], [2.36, -1.92, -1.06], [-0.08, 0.33, -0.06], [-0.09, -0.26, 0.23], [-0.46, -0.25, 0.08], [-3.43, 2.38, 1.82], [-0.14, -0.58, -0.37], [0.49, -0.39, 0.03], [-0.85, -0.08, 0.60], [0.42, -0.47, -0.21], [0.34, 0.83, 0.56], [-0.06, -0.15, -0.23], [0.09, -0.41, -0.57], [-0.10, 0.20, -0.60], [0.00, -0.45, 0.37], [-0.10, -0.21, -0.04], [-0.55, -0.41, 0.23], [-0.35, -0.37, -0.17], [-0.55, 0.65, -0.50], [1.21, -0.29, -0.12], [-2.61, 6.02, 1.26], [0.17, 1.10, 0.09], [-0.09, 0.04, 0.32], [-0.60, -0.02, 0.09], [0.52, -0.09, 0.25], [-0.51, 0.32, 0.12], [0.14, -0.39, -0.21], [-0.14, -0.30, -0.40], [0.18, 0.19, 0.02], [-0.15, 0.18, -0.10], [-0.33, 0.15, -0.22], [-0.26, 0.12, 0.33], [0.24, 0.04, -0.05], [-0.10, 0.24, 0.29], [0.17, -0.11, 0.03], [-0.06, 0.08, 0.26], [-0.12, 0.09, 0.10], [-0.07, -0.15, 0.07], [-0.05, 0.05, -0.19], [0.20, 0.42, -0.03], [-0.24, 0.06, -0.18], [-0.11, 0.17, 0.32], [0.24, 0.00, 0.09], [-0.09, -0.11, 0.15], [0.26, -0.12, -0.19], [-0.01, 0.04, 0.31], [-0.05, -0.01, 0.30], [0.23, 0.03, -0.13], [-0.43, 0.35, 0.07], [0.03, -0.27, 0.32], [-0.12, 0.22, 0.00], [0.18, 0.03, 0.01], [0.00, -0.27, 0.18], [0.25, 0.07, -0.10], [-0.21, 0.17, 0.14], [0.01, 0.15, -0.12], [0.03, -0.30, 0.08], [-0.05, -0.01, -0.15], [0.01, 0.00, -0.18], [-0.12, -0.28, 0.10], [-0.45, 1.17, -0.73], [0.08, 0.14, 0.00], [-0.48, 0.03, -0.33], [0.30, -0.20, -0.08], [0.08, 0.17, 0.24], [0.33, -0.01, -0.21], [0.09, -0.18, 0.42], [-0.15, 0.38, 0.28], [-0.22, -0.11, -0.35], [0.04, -0.36, 0.20], [0.06, -0.11, -0.05], [-0.21, 0.05, -0.11], [0.01, 0.14, -0.46], [-0.13, 0.09, -0.25], [-0.23, 0.20, 0.00], [0.09, -0.20, 0.07], [-0.09, -0.30, -0.22], [-0.08, -0.10, 0.23], [0.13, 0.15, -0.08], [-0.05, 0.24, 0.08], [-0.20, -0.23, 0.19]],
  "lowdin_charge": [0.72, 1.20, 1.18, 0.17, -0.23, 0.13, 0.03, -0.08, -0.03, -0.61, -0.06, -0.64, 0.03, -0.07, -0.28, 0.04, 0.01, -0.16, -0.04, -0.08, -0.02, -0.08, -0.05, -0.21, -0.25, -0.12, -0.63, -0.07, -0.33, -0.09, -0.06, 0.00, -0.05, -0.07, -0.18, -0.24, -0.19, -0.64, -0.09, -0.13, -0.10, -0.07, 0.10, 0.13, 0.11, 0.14, 0.12, 0.07, 0.09, 0.12, 0.12, 0.05, 0.12, 0.14, 0.04, 0.13, 0.06, 0.12, 0.08, 0.07, 0.12, 0.07, 0.12, 0.12, 0.13, 0.12, 0.12, 0.09, 0.05, 0.08, 0.07, 0.08, 0.09, 0.06, 0.07, 0.12, 0.13, 0.09, 0.12, 0.12, 0.10, 0.12, 0.15, 0.05, 0.12, 0.12, 0.12, 0.12, 0.02, 0.10, 0.12, 0.11, 0.07, 0.07, 0.09, 0.08, 0.09]
}